Record 1
# C28H74F12MgN8O18S4

A structure of composition C28H74F12MgN8O18S4 in a non-equilibrium geometry (ωB97M-V with the def2-TZVPD basis set, the Open Molecules 2025 dataset).

Geometry as ORCA input:
```
! wB97M-V def2-TZVPD RIJCOSX def2/J DEFGRID3
* xyz 0 1
Mg -9.500 9.250 6.633
C -8.854 6.464 3.644
F -8.555 5.981 4.839
F -7.740 6.912 3.030
F -9.317 5.401 2.868
S -10.339 7.759 3.860
O -10.886 8.073 2.512
O -11.321 7.036 4.620
N -9.584 9.071 4.771
S -9.011 10.008 3.595
O -7.846 10.767 4.074
O -8.677 9.446 2.274
C -10.440 11.373 3.330
F -11.518 11.100 4.046
F -9.876 12.468 3.799
F -10.663 11.540 2.014
C -8.840 8.674 10.493
F -7.934 7.712 10.499
F -10.015 8.178 10.043
F -9.035 9.106 11.790
S -8.315 10.144 9.407
O -9.510 10.990 9.363
O -7.168 10.772 10.074
N -8.052 9.409 7.781
S -6.481 9.505 7.783
O -5.943 10.810 7.394
O -5.863 8.794 8.905
C -5.986 8.372 6.294
F -6.130 8.909 5.094
F -4.727 8.079 6.393
F -6.677 7.203 6.337
O -12.387 6.131 7.038
H -12.702 5.261 7.282
H -12.609 6.215 6.110
O -9.254 11.428 6.419
H -9.852 12.123 6.142
H -8.389 11.838 6.409
O -9.720 7.350 7.145
H -9.066 6.654 7.219
H -10.561 6.895 7.195
O -11.291 9.708 7.157
H -12.000 9.339 7.683
H -11.563 10.609 6.986
C -15.342 14.003 4.317
C -14.168 14.974 4.666
C -14.523 15.777 5.854
O -15.708 16.484 5.789
C -15.713 17.508 4.787
N -13.073 14.030 4.883
H -15.022 13.240 3.607
H -16.196 14.542 3.906
H -15.830 13.505 5.155
H -14.002 15.533 3.745
H -13.640 16.336 6.163
H -14.750 15.097 6.676
H -16.744 17.851 4.701
H -15.428 17.280 3.760
H -15.136 18.338 5.197
H -12.945 13.424 4.085
H -12.247 14.565 5.109
C -6.276 3.696 3.181
C -6.211 3.126 1.741
C -7.598 2.550 1.087
O -7.389 2.209 -0.299
C -6.641 1.017 -0.600
N -5.728 4.189 0.841
H -5.349 3.418 3.681
H -7.031 3.113 3.709
H -6.403 4.778 3.227
H -5.510 2.312 1.556
H -8.287 3.389 1.192
H -8.008 1.713 1.652
H -5.707 1.223 -1.122
H -7.171 0.302 -1.229
H -6.394 0.445 0.295
H -5.871 3.956 -0.131
H -6.315 5.010 0.891
C -14.087 10.340 2.863
C -15.510 9.711 2.661
C -16.473 10.388 3.724
O -17.444 9.452 4.094
C -18.707 9.986 4.593
N -15.953 9.890 1.289
H -13.812 10.028 3.871
H -13.908 11.413 2.798
H -13.338 9.822 2.264
H -15.454 8.672 2.987
H -16.904 11.271 3.252
H -15.912 10.728 4.594
H -19.135 10.447 3.703
H -18.412 10.819 5.231
H -19.328 9.305 5.175
H -16.889 9.516 1.216
H -15.313 9.450 0.643
C -14.138 6.314 0.795
C -12.639 6.112 0.155
C -12.688 5.340 -1.124
O -13.054 3.975 -0.797
C -13.421 3.176 -1.962
N -11.947 7.373 -0.168
H -13.992 7.073 1.564
H -14.510 5.406 1.271
H -14.772 6.807 0.059
H -11.892 5.741 0.856
H -11.777 5.213 -1.708
H -13.373 5.758 -1.862
H -14.051 2.381 -1.563
H -12.707 2.752 -2.669
H -14.076 3.752 -2.616
H -12.086 7.655 0.792
H -10.952 7.198 -0.165
C -4.305 8.112 0.150
C -5.234 8.013 -1.051
C -6.704 8.240 -0.769
O -7.157 7.111 -0.060
C -8.524 6.733 -0.230
N -4.755 8.955 -2.101
H -4.240 9.126 0.545
H -3.271 7.859 -0.085
H -4.659 7.434 0.926
H -5.178 6.990 -1.424
H -7.348 8.286 -1.648
H -6.820 9.161 -0.198
H -8.871 6.780 -1.262
H -9.182 7.272 0.452
H -8.663 5.679 0.008
H -5.133 9.860 -1.859
H -5.287 8.752 -2.935
C -8.427 12.679 -1.844
C -9.163 12.863 -0.498
C -8.269 13.307 0.763
O -7.398 12.260 1.147
C -6.280 12.600 1.930
N -10.357 13.748 -0.701
H -8.227 13.673 -2.243
H -8.969 12.073 -2.570
H -7.451 12.193 -1.843
H -9.558 11.853 -0.386
H -8.866 13.485 1.658
H -7.748 14.236 0.530
H -5.544 11.806 2.055
H -6.608 12.832 2.943
H -5.727 13.429 1.488
H -11.134 13.212 -1.061
H -10.773 13.974 0.191
*
```

Results
Max |F|: 0.125 hartree/bohr
Gap between HOMO and LUMO: 0.29223 hartree
LUMO: -0.678 eV
Electronic energy: -5894.58896 Ha



Record 2
# C28H74N27O15

A cluster of 12 separate species, C28H74N27O15 in total in a non-equilibrium geometry (ωB97M-V with the def2-TZVPD basis set, the Open Molecules 2025 dataset).

Geometry as ORCA input:
```
! wB97M-V def2-TZVPD RIJCOSX def2/J DEFGRID3
* xyz 1 1
C 2.456 1.196 4.569
C 3.112 1.135 3.032
C 1.886 0.663 1.996
O 1.726 1.758 1.039
N 0.744 1.614 0.176
C 1.008 0.808 -1.041
N 1.434 -0.638 -0.945
C 0.385 -1.613 -1.417
C 1.072 -2.740 -2.444
N 0.157 -3.059 -3.605
N 0.926 1.476 -2.271
C 0.532 2.964 -2.380
C 1.778 3.998 -2.159
C 3.195 3.323 -1.701
O 3.631 3.604 -0.441
O 4.086 2.485 -2.516
C 1.218 0.808 -3.617
O 1.993 1.640 -4.549
C 1.965 1.029 -5.914
C 3.319 0.059 -5.971
C -0.645 1.596 0.721
C -1.350 3.102 0.914
C -2.899 2.971 1.526
C -3.403 1.451 1.808
N -2.725 0.134 1.658
C -1.337 0.175 1.114
H 2.369 0.122 5.060
H 1.338 1.611 4.517
H 3.036 1.972 5.250
H 3.518 2.209 2.788
H 3.954 0.306 3.090
H 2.237 -0.359 1.551
H 0.967 0.449 2.686
H 2.341 -0.728 -1.488
H -0.466 -1.063 -2.003
H -0.015 -2.263 -0.499
H 1.278 -3.745 -1.838
H 2.109 -2.401 -2.866
H 0.411 -2.338 -4.345
H 0.488 -3.971 -4.014
H 0.142 3.143 -3.494
H -0.361 3.256 -1.683
H 1.964 4.575 -3.176
H 1.403 4.814 -1.373
H 4.590 3.157 -3.098
H 1.769 -0.220 -3.528
H 0.147 0.656 -4.123
H 1.053 0.305 -6.075
H 1.933 1.819 -6.777
H 3.089 -0.877 -5.274
H 4.176 0.676 -5.455
H 3.532 -0.242 -7.081
H -0.826 4.112 0.649
H -3.537 3.946 1.719
H -4.528 1.382 2.210
H -0.771 -0.870 0.997
C -0.096 2.935 7.150
O -0.080 1.902 6.500
N -1.200 3.384 7.774
N 0.988 3.717 7.300
H -1.232 4.233 8.314
H -2.038 2.826 7.687
H 1.840 3.414 6.846
H 0.995 4.571 7.832
C -6.164 3.634 4.357
O -5.409 4.403 3.785
N -7.462 3.914 4.572
N -5.766 2.436 4.823
H -8.100 3.293 5.041
H -7.803 4.805 4.237
H -4.796 2.186 4.682
H -6.373 1.789 5.297
C 7.649 3.433 -0.878
O 7.308 4.053 -1.873
N 8.933 3.333 -0.488
N 6.772 2.794 -0.083
H 9.233 2.827 0.328
H 9.625 3.800 -1.059
H 5.795 2.845 -0.341
H 7.034 2.279 0.741
C -7.967 0.059 6.965
O -7.834 1.273 6.983
N -9.037 -0.564 7.489
N -7.054 -0.764 6.418
H -9.164 -1.562 7.484
H -9.748 0.020 7.911
H -6.232 -0.336 6.011
H -7.146 -1.766 6.393
C 0.127 3.042 -9.205
O 0.385 1.918 -8.803
N -0.948 3.314 -9.965
N 0.897 4.109 -8.923
H -1.177 4.233 -10.305
H -1.554 2.539 -10.200
H 1.717 3.947 -8.353
H 0.702 5.042 -9.244
C 3.006 -3.205 1.230
O 3.726 -2.229 1.373
N 1.944 -3.210 0.404
N 3.210 -4.362 1.885
H 1.340 -4.003 0.272
H 1.755 -2.358 -0.109
H 3.999 -4.400 2.517
H 2.628 -5.176 1.780
C 0.273 -6.058 -6.103
O 1.059 -5.632 -5.271
N -0.769 -5.337 -6.555
N 0.378 -7.286 -6.642
H -1.427 -5.670 -7.239
H -0.885 -4.406 -6.175
H 1.149 -7.861 -6.328
H -0.259 -7.654 -7.327
C 2.489 -7.509 3.657
O 2.179 -7.118 2.542
N 3.496 -8.375 3.870
N 1.850 -7.110 4.771
H 3.766 -8.709 4.780
H 4.003 -8.701 3.057
H 1.086 -6.458 4.655
H 2.091 -7.421 5.697
C -1.974 4.624 -12.977
O -1.897 5.074 -11.844
N -2.791 5.142 -13.912
N -1.249 3.569 -13.391
H -2.868 4.786 -14.849
H -3.354 5.938 -13.641
H -0.621 3.149 -12.718
H -1.298 3.185 -14.320
C -6.988 -4.377 5.397
O -6.802 -3.558 6.283
N -6.517 -5.635 5.460
N -7.680 -4.094 4.279
H -6.659 -6.324 4.740
H -5.990 -5.889 6.285
H -8.052 -3.157 4.192
H -7.843 -4.755 3.538
C 3.229 -0.938 7.711
O 3.985 -0.168 7.139
N 1.931 -0.658 7.927
N 3.627 -2.136 8.178
H 1.294 -1.279 8.396
H 1.591 0.234 7.591
H 4.597 -2.386 8.036
H 3.020 -2.783 8.651
*
```

Results
Max |F|: 0.174 hartree/bohr
Gap between HOMO and LUMO: 0.27184 hartree
LUMO: -3.407 eV
Electronic energy: -3717.96839 Ha



Record 3
# C28H75BCl2N7O6

A cluster of 7 separate species, C28H75BCl2N7O6 in total (ωB97M-V with the def2-TZVPD basis set, the Open Molecules 2025 dataset).

Geometry as ORCA input:
```
! wB97M-V def2-TZVPD RIJCOSX def2/J DEFGRID3
* xyz -1 1
C -0.601 1.738 5.550
C -1.111 2.652 4.479
Cl 0.024 3.984 4.170
C -2.273 2.526 3.834
Cl -2.681 3.760 2.643
B -3.400 1.370 4.066
C -4.353 1.768 5.357
N -5.812 1.509 5.205
H 0.384 1.341 5.280
H -1.292 0.907 5.689
H -0.490 2.278 6.497
H -4.087 1.252 3.059
H -2.815 0.303 4.263
H -4.040 1.236 6.266
H -4.244 2.843 5.566
H -5.971 0.510 5.248
H -6.076 1.796 4.270
C -2.617 6.908 6.420
C -3.748 5.963 6.813
C -4.808 6.601 7.716
O -4.425 6.773 9.072
C -3.656 7.923 9.337
N -3.164 4.751 7.384
H -1.902 7.042 7.234
H -2.069 6.491 5.575
H -3.002 7.890 6.132
H -4.269 5.684 5.894
H -5.677 5.941 7.742
H -5.134 7.566 7.303
H -3.965 8.763 8.705
H -2.586 7.749 9.187
H -3.817 8.193 10.381
H -3.872 4.033 7.501
H -2.833 4.964 8.320
C -7.349 8.693 2.136
C -7.423 8.479 3.644
C -6.053 8.392 4.329
O -5.379 7.171 4.141
C -4.629 7.050 2.945
N -8.267 7.316 3.920
H -7.083 7.773 1.617
H -8.321 9.010 1.757
H -6.613 9.457 1.878
H -7.922 9.353 4.078
H -6.213 8.475 5.408
H -5.411 9.232 4.025
H -4.165 8.005 2.675
H -5.241 6.692 2.113
H -3.854 6.311 3.130
H -8.419 7.234 4.920
H -7.745 6.480 3.669
C -0.911 2.950 -2.199
C -1.181 2.752 -0.709
C 0.084 2.619 0.147
O 0.743 1.367 0.034
C 1.611 1.233 -1.066
N -2.104 1.632 -0.532
H -0.623 2.015 -2.681
H -1.814 3.305 -2.695
H -0.117 3.682 -2.366
H -1.694 3.646 -0.343
H -0.203 2.712 1.196
H 0.792 3.431 -0.076
H 2.119 2.175 -1.299
H 1.080 0.881 -1.958
H 2.363 0.486 -0.807
H -2.401 1.588 0.441
H -1.588 0.772 -0.690
C 4.535 -4.329 -1.638
C 4.763 -3.393 -0.456
C 3.976 -2.080 -0.549
O 4.514 -1.139 -1.460
C 4.170 -1.348 -2.815
N 6.201 -3.177 -0.284
H 5.070 -3.997 -2.528
H 4.895 -5.330 -1.398
H 3.474 -4.400 -1.888
H 4.402 -3.903 0.443
H 4.005 -1.589 0.426
H 2.920 -2.273 -0.783
H 3.156 -1.750 -2.915
H 4.869 -2.022 -3.315
H 4.211 -0.381 -3.318
H 6.365 -2.657 0.572
H 6.515 -2.560 -1.028
C 4.473 -6.197 -7.951
C 3.504 -5.435 -7.053
C 4.009 -4.052 -6.627
O 5.004 -4.076 -5.623
C 6.326 -4.298 -6.072
N 3.145 -6.272 -5.904
H 5.302 -6.622 -7.384
H 3.968 -7.031 -8.437
H 4.883 -5.546 -8.726
H 2.588 -5.260 -7.627
H 3.172 -3.502 -6.189
H 4.362 -3.478 -7.495
H 6.495 -3.840 -7.052
H 6.567 -5.363 -6.129
H 6.996 -3.836 -5.348
H 2.408 -5.822 -5.371
H 3.944 -6.296 -5.276
C 3.435 -12.284 -6.384
C 3.540 -10.875 -5.810
C 3.546 -9.764 -6.864
O 4.767 -9.631 -7.573
C 4.936 -10.507 -8.666
N 4.699 -10.811 -4.916
H 4.385 -12.615 -6.806
H 3.168 -12.989 -5.597
H 2.675 -12.338 -7.166
H 2.650 -10.701 -5.197
H 3.393 -8.805 -6.365
H 2.717 -9.896 -7.574
H 3.984 -10.703 -9.169
H 5.381 -11.461 -8.368
H 5.612 -10.022 -9.372
H 4.703 -9.921 -4.429
H 5.538 -10.801 -5.488
*
```

Results
Max |F|: 0.010 hartree/bohr
Gap between HOMO and LUMO: 0.22188 hartree
LUMO: 1.698 eV
Electronic energy: -2891.70896 Ha